The following is a DFT calculation (the ωB97M-V functional and the def2-TZVPD basis) of a structure of composition C8H32O8.

Orbital gap in eV: 8.5
Strongest force on any atom in eV Å⁻¹: 9.053
M in g mol⁻¹: 256.3
2S+1: 1

```
48
C8H32O8 | OMol25 | the ωB97M-V functional and the def2-TZVPD basis
C 1.42635 3.05145 -2.73904
O 0.75611 1.81524 -2.51864
H 0.78429 3.85158 -2.37071
H 2.32858 2.90345 -2.14559
H 1.68435 2.94609 -3.79281
H 0.63689 1.69115 -1.57419
C 0.06194 -3.65156 1.38866
O -0.07944 -5.07607 1.48015
H 0.33646 -3.11517 2.29698
H 0.83325 -3.52097 0.62962
H -0.83598 -3.22465 0.94191
H -0.93650 -5.34054 1.82236
C -2.50287 1.06059 -2.35499
O -3.18349 0.28901 -3.39802
H -1.81220 0.46440 -1.75863
H -1.89229 1.86844 -2.75831
H -3.19841 1.46124 -1.61755
H -4.05742 0.61001 -3.63213
C -0.36706 -0.63147 0.64484
O -0.69076 0.25777 -0.46457
H -0.44540 -0.01524 1.54052
H -1.06106 -1.47133 0.67785
H 0.60638 -1.07918 0.44468
H 0.06102 0.82565 -0.64882
C -0.14529 -1.73987 -2.12187
O 0.16875 -1.67896 -3.49953
H 0.20506 -0.91072 -1.50717
H -1.22328 -1.87477 -2.03331
H 0.33498 -2.57025 -1.60427
H 0.70916 -0.92280 -3.73991
C 1.59382 0.87679 2.53717
O 2.00830 2.00473 1.77972
H 0.52180 1.02820 2.66339
H 1.81440 -0.10929 2.12840
H 1.91422 0.87085 3.57901
H 1.80171 2.73791 2.36399
C -1.45123 0.21415 3.75070
O -0.77444 -0.77613 3.12282
H -2.11178 -0.22590 4.49778
H -0.83617 0.92222 4.30606
H -2.07635 0.80136 3.07802
H -1.36414 -1.39401 2.68456
C 1.96331 0.93713 -0.54468
O 0.74328 1.60554 -0.21649
H 2.72505 1.50343 -1.08055
H 2.39529 0.49414 0.35268
H 1.75042 0.02962 -1.10967
H 0.88031 2.20664 0.51938
```